# C34H49BCrN10O2S

C34H49BCrN10O2S as an isolated structure (wB97M-V/def2-TZVPD, the OMol25 dataset).

Structure (XYZ):
```
98
C34H49BCrN10O2S | the OMol25 dataset | wB97M-V/def2-TZVPD
Cr -0.19754 -0.20302 -0.52253
C 0.05976 3.56445 -4.05863
C -0.06818 2.11129 -3.75529
C -0.16417 1.03484 -4.61620
C -0.27209 -0.10293 -3.80693
N -0.22908 0.27209 -2.53081
N -0.10752 1.63061 -2.50136
B -0.04672 2.34205 -1.12572
N -1.40192 1.98700 -0.39785
N -1.94660 0.72220 -0.45255
C -3.22182 0.79775 -0.07319
C -3.50190 2.12418 0.26619
C -2.34072 2.84200 0.05051
C -2.07923 4.29059 0.26775
C -4.15458 -0.38913 -0.04809
C -3.78123 -1.38390 -1.14797
C -4.07737 -1.07362 1.32289
C -5.58527 0.10182 -0.29188
N 1.26033 1.80826 -0.42417
N 1.67104 0.50125 -0.57237
C 2.88453 0.38611 -0.04370
C 3.28445 1.63901 0.43663
C 2.23413 2.50458 0.19105
C 2.10988 3.95115 0.51349
C 3.62658 -0.92350 0.02293
C 5.08645 -0.68396 -0.37940
C 3.00760 -1.95101 -0.92401
C 3.56334 -1.44569 1.46613
C -0.40778 -1.53446 -4.25551
C 0.82012 -1.90831 -5.09548
C -0.50450 -2.46816 -3.05485
C -1.67800 -1.66920 -5.10455
H 0.08983 3.71012 -5.13565
H 0.97182 3.97796 -3.62792
H -0.78457 4.12630 -3.65829
H -0.16548 1.07667 -5.69180
H 0.03023 3.52157 -1.23520
H -4.43632 2.52531 0.61663
H -2.95801 4.75245 0.71100
H -1.85064 4.80448 -0.66620
H -1.23562 4.41866 0.94620
H -2.77983 -1.78396 -0.99293
H -3.81761 -0.91427 -2.13334
H -4.47970 -2.22175 -1.13938
H -3.06576 -1.41785 1.53785
H -4.75313 -1.93093 1.34512
H -4.35484 -0.38536 2.12048
H -5.66029 0.64452 -1.23546
H -5.92526 0.75598 0.51090
H -6.26215 -0.75246 -0.33247
H 4.22401 1.89655 0.89499
H 2.99897 4.28338 1.04417
H 1.23955 4.11371 1.14924
H 1.99889 4.55360 -0.38846
H 5.15092 -0.27204 -1.38760
H 5.63538 -1.62632 -0.35740
H 5.57951 0.00748 0.30424
H 2.96786 -1.57141 -1.94706
H 1.99736 -2.22154 -0.61203
H 3.60882 -2.86090 -0.91776
H 4.07427 -0.76606 2.14967
H 4.04545 -2.42256 1.53296
H 2.52894 -1.54515 1.80342
H 1.73727 -1.81262 -4.51117
H 0.90857 -1.26600 -5.97171
H 0.73636 -2.94058 -5.43906
H 0.38651 -2.39133 -2.42533
H -0.58797 -3.50144 -3.39621
H -1.39175 -2.23484 -2.46077
H -1.63826 -1.01751 -5.97748
H -2.56482 -1.40661 -4.52480
H -1.78639 -2.69750 -5.45347
N 3.12154 -0.52790 7.21404
C 2.29559 -0.19122 6.17674
C 2.82707 0.32440 4.98363
C 1.99712 0.64380 3.93242
C 0.62535 0.44088 4.05240
C 0.08196 -0.07226 5.22123
C 0.91155 -0.38356 6.27789
S -0.41346 0.89028 2.72861
O -1.78497 0.69229 3.09942
O 0.00330 2.16936 2.22376
N -0.01943 -0.18490 1.51994
C -0.35493 -1.48803 1.60334
N -0.57159 -2.19513 2.70882
C -0.82738 -3.48146 2.53466
C -0.87743 -4.10174 1.28416
C -0.67078 -3.30480 0.18638
N -0.41798 -2.00138 0.33853
H 4.07747 -0.22302 7.20191
H 2.72579 -0.71773 8.11646
H 3.89637 0.47767 4.90101
H 2.40122 1.05693 3.01587
H -0.98626 -0.22675 5.28479
H 0.49657 -0.78174 7.19545
H -1.00305 -4.05112 3.44054
H -1.07970 -5.15593 1.17914
H -0.70802 -3.68904 -0.82359
```

LUMO energy (spin up / spin down) ... -3.789 / -3.159 eV
Relative energy (zero: lowest compared OMol25 entry of this formula, charge and spin) ... 0.00 kcal per mole
Energy ... -3490.53990 Ha
Spin multiplicity ... 4
Net charge ... +1
Frontier orbital gap (spin up / spin down) ... 6.50 / 7.13 eV
Largest force on an atom ... 0.49 eV/A

---

# C34H50CdN9O

C34H50CdN9O as an isolated structure (wB97M-V/def2-TZVPD, the OMol25 dataset).

Structure (XYZ):
```
95
C34H50CdN9O | the OMol25 dataset | wB97M-V/def2-TZVPD
Cd 0.18177 -0.12143 -0.03533
C 2.44296 1.43733 -2.02790
N 1.44087 2.49877 -2.08955
C 1.07139 2.95852 -3.42398
C 0.76199 2.84309 -0.98152
N 0.78550 2.02027 0.04551
C 0.60974 2.53803 1.36001
C 1.13506 3.77698 1.73169
C 0.89031 4.32895 2.97794
C 0.09659 3.63796 3.88592
C -0.35456 2.36996 3.56052
C -0.04397 1.77250 2.33855
N -0.42521 0.43827 2.05075
C -0.36406 -0.49369 2.98593
N -1.13081 -1.60511 2.85189
C -0.61589 -2.94199 3.16097
C -2.27083 -1.59751 1.95592
N 0.42599 -0.44270 4.08698
C -0.02108 -0.94087 5.38151
C 1.66777 0.30950 4.13032
N 0.06271 4.01479 -0.99990
C 0.65387 5.25299 -1.48180
C -1.17255 4.15142 -0.24664
H 3.11767 1.54956 -2.87459
H 1.99495 0.44027 -2.08382
H 3.01848 1.50031 -1.10669
H 1.02099 2.09754 -4.09099
H 1.81100 3.65466 -3.82235
H 0.10008 3.44223 -3.40522
H 1.74688 4.31740 1.01703
H 1.30997 5.29395 3.23197
H -0.15461 4.07256 4.84502
H -0.95211 1.80779 4.27052
H 0.30493 -2.87289 3.73086
H -0.40984 -3.48293 2.23559
H -1.35245 -3.50024 3.74009
H -2.74972 -0.62403 1.97388
H -2.97735 -2.35466 2.29972
H -1.99612 -1.84375 0.92424
H -0.98159 -1.43749 5.29009
H -0.12117 -0.10370 6.07846
H 0.70467 -1.64367 5.79616
H 1.98643 0.57147 3.13067
H 2.43745 -0.31674 4.58423
H 1.56565 1.22608 4.71602
H 1.68311 5.08540 -1.78955
H 0.65168 5.98796 -0.67270
H 0.09822 5.67115 -2.32485
H -1.55354 3.16887 0.02101
H -1.91137 4.65126 -0.87495
H -1.03510 4.73491 0.66639
C 5.65112 -0.99348 -0.33211
C 4.83144 -0.26269 0.51482
C 3.47413 -0.54778 0.59534
C 2.89223 -1.55629 -0.17181
C 3.72828 -2.28585 -1.02487
C 5.08568 -2.00906 -1.09767
N 1.50184 -1.76030 -0.12578
C 0.96765 -3.04606 -0.20115
C -0.30904 -3.23445 -0.74914
C -0.93606 -4.47376 -0.72736
C -0.29707 -5.57610 -0.17855
C 0.98399 -5.40967 0.34172
C 1.60950 -4.17230 0.33518
H 6.71039 -0.78007 -0.39538
H 5.24860 0.52927 1.12599
H 2.84083 0.03424 1.25159
H 3.30142 -3.07352 -1.63586
H 5.70917 -2.58947 -1.76726
H -0.80435 -2.38910 -1.22114
H -1.92547 -4.57999 -1.15780
H -0.77679 -6.54612 -0.16772
H 1.50269 -6.25903 0.77117
H 2.59727 -4.06329 0.76786
C -4.16090 0.13685 -0.56711
N -3.74686 -0.30284 -1.88963
C -4.81281 -0.80851 -2.75680
C -4.23960 -1.65062 -3.87323
C -3.11708 -0.87516 -4.52304
N -2.10429 -0.56499 -3.52056
C -0.73597 -0.42092 -3.98741
C -2.43882 -0.24160 -2.24638
O -1.56520 0.11462 -1.42555
H -4.35917 -0.71224 0.08904
H -5.07809 0.71967 -0.66101
H -3.39104 0.75762 -0.12389
H -5.38153 0.03244 -3.16493
H -5.49597 -1.39341 -2.14040
H -5.01505 -1.89669 -4.59687
H -3.84017 -2.58424 -3.46903
H -3.49915 0.04535 -4.97800
H -2.63843 -1.45598 -5.31035
H -0.38101 -1.36338 -4.40496
H -0.09474 -0.13691 -3.16107
H -0.67631 0.34654 -4.76289
```

LUMO energy ... -1.680 eV
Relative energy (zero: lowest compared OMol25 entry of this formula, charge and spin) ... 0.00 kcal per mole
Energy ... -2061.23879 Ha
Net charge ... +1
Frontier orbital gap ... 7.30 eV
Largest force on an atom ... 0.69 eV/A

---

# C34H50O6Se3W

C34H50O6Se3W as an isolated structure (wB97M-V/def2-TZVPD, the OMol25 dataset).

Structure (XYZ):
```
94
C34H50O6Se3W | the OMol25 dataset | wB97M-V/def2-TZVPD
W -1.27819 0.14199 -0.55457
C -0.84887 0.67754 6.91226
C -0.68511 -0.74588 6.38017
C -1.68887 -1.66037 7.09744
C 0.74678 -1.21647 6.67577
C -0.92930 -0.82217 4.87645
C -1.26500 0.29354 4.11762
C -1.45762 0.14153 2.75692
Se -1.78355 1.64976 1.63128
C 0.00810 2.30574 1.60671
C 0.36082 3.40946 2.34312
C 1.71206 3.76530 2.41809
C 2.62246 2.95129 1.76086
C 2.29248 1.81791 1.00179
C 0.93629 1.51881 0.92161
O 0.42524 0.43529 0.22895
C 3.37921 0.98983 0.31164
C 4.78782 1.43428 0.71270
C 3.24146 1.18556 -1.20073
C 3.24136 -0.49452 0.68220
C 2.12038 4.99567 3.22137
C 3.62945 5.23250 3.18398
C 1.69055 4.79991 4.68290
C 1.41301 6.22729 2.63732
C -1.34039 -1.09417 2.14106
O -1.56680 -1.11875 0.77338
C -1.00564 -2.24407 2.85556
C -0.80669 -2.04975 4.21869
C -0.85802 -3.61205 2.18633
C -2.20449 -4.02645 1.57550
C 0.23512 -3.55846 1.10664
C -0.44844 -4.68999 3.19234
H -0.66465 0.68302 7.98610
H -0.13441 1.36759 6.45696
H -1.85965 1.06026 6.75608
H -1.52307 -1.61412 8.17403
H -2.71657 -1.35147 6.89997
H -1.58103 -2.70194 6.79238
H 0.93641 -1.16148 7.74807
H 0.91167 -2.24939 6.36668
H 1.48143 -0.58732 6.16941
H -1.36584 1.26841 4.57390
H -0.39409 3.98870 2.85849
H 3.66621 3.20770 1.83364
H 5.00265 2.45876 0.40688
H 4.95278 1.34719 1.78769
H 5.51381 0.79083 0.21537
H 3.37926 2.23211 -1.47650
H 3.98445 0.58762 -1.73178
H 2.25208 0.87821 -1.53418
H 3.33880 -0.63118 1.76078
H 2.28877 -0.92136 0.37129
H 4.03782 -1.06526 0.20208
H 4.18570 4.40081 3.62123
H 3.99152 5.40104 2.16784
H 3.86710 6.12306 3.76509
H 2.17451 3.92529 5.12191
H 1.97474 5.67333 5.27046
H 0.60989 4.67990 4.77990
H 1.69241 6.38534 1.59451
H 0.32670 6.13825 2.68885
H 1.69533 7.11655 3.20151
H -0.53767 -2.90879 4.81458
H -2.55513 -3.32116 0.82120
H -2.11514 -5.01003 1.11081
H -2.97358 -4.09357 2.34589
H 0.00780 -2.84519 0.31092
H 1.19788 -3.27812 1.53750
H 0.34746 -4.54528 0.65353
H -1.19760 -4.82721 3.97288
H -0.34726 -5.64115 2.66946
H 0.51134 -4.46849 3.66164
O -1.68588 3.98969 -1.58565
C -1.83651 2.82636 -1.47171
O -0.86723 1.88616 -1.38019
C -3.21464 2.13185 -1.34210
O -4.27738 2.59552 -1.51883
O -3.00373 0.79823 -1.01288
C -3.54165 -1.08440 -3.28311
Se -2.71800 -1.93409 -1.74652
C -1.37531 -3.01027 -2.65097
C -0.46371 -2.16557 -3.50673
Se 0.45519 -0.83566 -2.40388
C 0.56828 0.59968 -3.71947
H -3.87500 -1.87558 -3.95143
H -2.86460 -0.40393 -3.79276
H -4.40059 -0.53715 -2.90417
H -1.89856 -3.75408 -3.25234
H -0.84020 -3.53718 -1.85947
H -1.00037 -1.64024 -4.29456
H 0.31788 -2.77004 -3.96692
H 1.26150 0.26246 -4.48606
H 0.95492 1.47421 -3.20673
H -0.41616 0.79770 -4.13343
```

LUMO energy ... -7.948 eV
Relative energy (zero: lowest compared OMol25 entry of this formula, charge and spin) ... 0.00 kcal per mole
Energy ... -9047.94058 Ha
Net charge ... +2
Frontier orbital gap ... 5.95 eV
Largest force on an atom ... 0.52 eV/A

---

# C34H50P2Y

C34H50P2Y as an isolated structure (wB97M-V/def2-TZVPD, the OMol25 dataset).

Structure (XYZ):
```
87
C34H50P2Y | the OMol25 dataset | wB97M-V/def2-TZVPD
Y 0.39827 0.50707 -0.85465
C 3.18035 -0.43697 1.15917
C 2.84792 0.95293 1.15524
C 1.91936 -0.00706 3.03303
C 2.55966 -1.03546 2.27432
C 2.07313 1.21157 2.33365
C 4.00826 -1.19615 0.18835
H 4.44339 -0.58741 -0.60377
H 3.42958 -1.99270 -0.30262
H 4.84879 -1.71770 0.65882
C 2.56077 -2.48371 2.52902
H 3.36664 -3.00127 2.02250
H 1.63520 -2.91377 2.15519
H 2.65772 -2.75082 3.57640
C 1.21104 -0.13628 4.32288
H 1.64639 -0.90647 4.94995
H 0.15910 -0.37676 4.18537
H 1.23137 0.78302 4.90222
C 1.57388 2.52636 2.80754
H 2.02316 2.78879 3.77804
H 0.48405 2.53276 2.95257
H 1.78769 3.33962 2.11425
C 3.47630 2.03004 0.34853
H 4.30454 2.53961 0.87704
H 2.76216 2.82994 0.09680
H 3.88308 1.67674 -0.59981
C -1.09806 -0.04830 -4.00333
C 0.36496 -0.03622 -4.22309
C 0.99998 1.28273 -4.62672
C 0.75578 2.62579 -3.94465
C 0.15746 2.50219 -2.55045
C -1.20249 2.64920 -2.40329
C -2.29563 2.10331 -3.30644
C -1.97335 1.04886 -4.39308
H 0.62344 1.38503 -5.65288
H 0.11745 3.25442 -4.59110
H 2.08687 1.16793 -4.75635
H -1.59093 1.53602 -5.31558
H -1.67239 -0.98464 -3.89250
H 0.61804 -0.67968 -5.12672
H -2.93842 0.55395 -4.64919
H -3.05002 1.65909 -2.64202
H -1.66111 3.25806 -1.64194
H -2.83197 2.90808 -3.82979
H 1.70768 3.20626 -3.90134
H 0.87419 2.82812 -1.79346
P 0.82066 -1.17623 -2.88013
P -1.38855 2.14002 1.09065
C -1.85800 0.12630 -1.05650
C -2.50283 1.01199 -0.05253
H -2.51315 -0.58340 -1.55583
H -1.21865 0.61971 -1.91274
H -3.19309 1.77173 -0.41796
H -3.09038 0.40729 0.63345
C -2.85423 2.47306 2.07018
H -2.54456 2.83636 3.05441
H -3.42142 1.54428 2.16546
H -3.42701 3.22049 1.50103
C -1.14628 3.97460 0.59561
H -2.15968 4.38985 0.52087
H -0.56125 4.09768 -0.33654
H -0.57888 4.40095 1.43209
C 0.87644 -2.77974 -3.68327
H 1.96295 -2.85745 -3.78628
H 0.33159 -2.88020 -4.66309
H 0.56006 -3.55622 -2.97491
C 2.28534 -0.27577 -2.28732
H 2.46963 -0.32760 -1.17606
H 2.42063 0.77287 -2.65826
H 2.92296 -0.99286 -2.82489
C -2.22869 -4.10258 4.98567
C -0.91820 -3.57237 4.92952
C -0.49536 -2.87312 3.81220
C -1.27224 -2.74923 2.64332
C -0.76983 -2.24040 1.43775
C -1.48501 -2.40783 0.30382
C -2.87773 -2.84296 0.37157
C -3.45163 -3.21424 1.56306
C -2.63658 -3.27475 2.71068
C -3.07706 -3.88889 3.89219
H -2.55988 -4.66386 5.86541
H -0.24344 -3.70852 5.78343
H 0.50268 -2.40445 3.79359
H -1.08300 -2.18267 -0.69590
H -3.45987 -2.85437 -0.56107
H -4.49659 -3.51647 1.60103
H -4.10315 -4.25714 3.95020
```

LUMO energy (spin up / spin down) ... -3.899 / -3.742 eV
Relative energy (zero: lowest compared OMol25 entry of this formula, charge and spin) ... 47.10 kcal per mole
Energy ... -2045.93294 Ha
Net charge ... +1
Frontier orbital gap (spin up / spin down) ... 4.56 / 4.71 eV
Largest force on an atom ... 3.63 eV/A

---

The lowest largest force on an atom belongs to which entry?
C34H49BCrN10O2S